(1)
DFT (wB97M-V/def2-TZVPD) results for a molecular structure, C32H30Cl2CsF2N8OS.

XYZ file:
```
77
Properties=species:S:1:pos:R:3:lowdin_charge:R:1
Cs 2.2776 -1.9032 -0.4283 0.910
C 0.1112 -1.2260 4.2892 -0.151
N 0.5366 -2.1833 3.3007 -0.034
C -0.5138 -2.8806 2.5882 -0.162
C -1.4366 -2.0129 1.7834 -0.322
N -1.0713 -1.2321 0.8105 0.203
C -2.2218 -0.5706 0.4103 -0.227
C -2.3863 0.4102 -0.5633 -0.008
C -3.6646 0.8911 -0.7771 -0.093
C -4.7639 0.4087 -0.0471 -0.111
C -4.6128 -0.5614 0.9285 -0.043
C -3.3228 -1.0339 1.1428 -0.210
N -2.7874 -1.9484 2.0312 0.160
C -0.6034 -0.0037 3.7808 -0.323
N -0.0326 0.9473 3.1094 0.178
C -1.0276 1.8843 2.8788 -0.223
C -0.9694 3.0957 2.1951 -0.010
C -2.1263 3.8475 2.1134 -0.102
C -3.3270 3.4115 2.6969 -0.112
C -3.4022 2.2125 3.3810 -0.038
C -2.2331 1.4645 3.4599 -0.203
N -1.9276 0.2525 4.0469 0.158
H 1.0061 -0.8721 4.8036 0.123
H -0.5106 -1.7440 5.0280 0.116
H 1.1545 -1.7366 2.6375 0.058
H -1.0971 -3.4698 3.3031 0.119
H -0.0501 -3.5962 1.9101 0.051
H -1.5296 0.7702 -1.1242 0.098
H -3.8254 1.6548 -1.5278 0.096
H -5.7501 0.8105 -0.2465 0.088
H -5.4585 -0.9233 1.5012 0.097
H -3.2916 -2.5570 2.6501 0.152
H -0.0414 3.4183 1.7407 0.115
H -2.1117 4.7885 1.5783 0.093
H -4.2156 4.0231 2.6024 0.090
H -4.3331 1.8701 3.8165 0.100
H -2.5715 -0.3798 4.4858 0.147
Cl 3.0153 0.4686 2.0527 0.460
C 4.5936 0.8473 1.3196 -1.001
Cl 4.6614 2.5665 0.8542 0.483
H 4.7317 0.2330 0.4381 -0.031
H 5.3688 0.6469 2.0440 0.018
N 0.8102 1.8192 -1.5242 0.084
C 1.3071 2.2407 -2.7742 -0.288
C 0.5482 3.0332 -3.6389 -0.103
C 1.0625 3.3890 -4.8819 -0.168
C 2.3259 2.9638 -5.2722 -0.105
C 3.1201 2.1653 -4.4153 -0.202
C 4.4214 1.7041 -4.7316 -0.100
C 5.1121 0.9126 -3.7852 -0.142
C 4.5175 0.6075 -2.5840 -0.222
N 3.2764 1.0281 -2.2289 0.022
C 2.5936 1.7952 -3.1399 -0.208
H 0.1850 2.4780 -1.0844 0.064
H 1.5681 1.5251 -0.9185 0.041
H -0.4426 3.3619 -3.3372 0.079
H 0.4652 4.0023 -5.5495 0.072
H 2.7246 3.2446 -6.2423 0.080
H 4.8623 1.9590 -5.6894 0.072
H 6.1095 0.5397 -3.9894 0.075
H 5.0499 -0.0044 -1.8587 0.075
O 0.6152 -3.4510 -1.5098 -0.545
N -0.6917 -3.4370 -1.5543 -0.250
C -1.2767 -2.5159 -2.3587 -0.049
C -2.6332 -2.3878 -2.4846 -0.097
C -3.4446 -3.2456 -1.7446 -0.111
C -2.8513 -4.1847 -0.9370 -0.137
C -1.4492 -4.3229 -0.8050 -0.749
S -0.7249 -5.4866 0.2100 0.493
H -0.5702 -1.8910 -2.8853 0.135
H -3.0356 -1.6169 -3.1258 0.100
H -4.5239 -3.1695 -1.7997 0.094
H -3.4449 -4.8765 -0.3555 0.082
F 5.6688 -1.7868 2.1875 -0.252
C 5.6382 -2.1855 0.7763 -0.297
F 6.5711 -1.2212 0.2104 -0.239
H 6.2958 -3.0749 0.8230 -0.012
```

Properties
net charge = -2
HOMO (alpha / beta) = 0.991 / -1.380 eV
2S+1 = 2
HOMO-LUMO gap (alpha / beta) = 2.387 / 4.756 eV
E = -3289.14113 a.u.
LUMO level (alpha / beta) = 3.377 / 3.376 eV

(2)
DFT (wB97M-V/def2-TZVPD) results for a molecular structure, C32H30ClOP2Ti.

XYZ file:
```
67
Properties=species:S:1:pos:R:3:nbo_charge:R:1
Ti -1.0442 -0.5321 0.2911 1.121
Cl 0.1495 -2.4251 0.2816 -0.132
C -0.0627 1.0931 0.5547 0.360
O 0.5538 2.0931 0.7473 -0.262
P -0.0201 0.1933 -1.8449 1.137
C -1.5691 -0.1617 -2.7350 -0.395
C 0.4807 1.8004 -2.5388 -0.453
C 1.2447 -0.9573 -2.4954 -0.414
C 1.6920 1.9825 -3.2245 -0.103
C 2.0148 3.2362 -3.7521 -0.202
C 1.1453 4.3216 -3.5890 -0.118
C -0.0629 4.1355 -2.9054 -0.190
C -0.4004 2.8853 -2.3888 -0.192
H 2.3845 1.1467 -3.3489 0.235
H 2.9545 3.3659 -4.2886 0.258
H 1.4064 5.3015 -3.9936 0.260
H -0.7451 4.9760 -2.7705 0.254
H -1.3486 2.7552 -1.8632 0.212
C -2.5213 -0.9686 -2.0881 -0.211
C -3.6971 -1.2970 -2.7744 -0.163
C -3.9395 -0.8116 -4.0577 -0.130
C -2.9928 0.0149 -4.6860 -0.151
C -1.8073 0.3375 -4.0254 -0.117
H -2.3322 -1.4188 -1.0765 0.112
H -4.4341 -1.9444 -2.2940 0.258
H -4.8571 -1.0741 -4.5849 0.271
H -3.1738 0.4024 -5.6856 0.267
H -1.0689 0.9833 -4.5105 0.251
C 1.0389 -1.6745 -3.6792 -0.131
C 2.0432 -2.5158 -4.1615 -0.184
C 3.2321 -2.6815 -3.4482 -0.137
C 3.4184 -1.9922 -2.2443 -0.188
C 2.4368 -1.1226 -1.7723 -0.201
H 0.0967 -1.5706 -4.2185 0.225
H 1.8863 -3.0478 -5.0995 0.256
H 4.0109 -3.3441 -3.8271 0.259
H 4.3319 -2.1320 -1.6690 0.251
H 2.5789 -0.5833 -0.8338 0.213
H -2.9357 -3.5150 0.3039 0.013
H -2.2141 -3.6792 0.1429 -0.002
C -2.4391 -0.3803 3.7200 -0.921
P -0.8805 -0.1362 2.8151 0.994
C -0.3185 1.3937 3.6583 -0.302
C 0.9941 1.5559 4.1170 -0.217
C 1.4298 2.8091 4.5657 -0.179
C 0.5461 3.8913 4.6267 -0.137
C -0.7866 3.7138 4.2327 -0.171
C -1.2145 2.4765 3.7447 -0.238
C 0.1620 -1.4874 3.4752 -0.286
C -0.4122 -2.6175 4.0791 -0.219
C 0.3545 -3.7569 4.3097 -0.171
C 1.7089 -3.7866 3.9512 -0.129
C 2.2886 -2.6502 3.3695 -0.195
C 1.5281 -1.5017 3.1583 -0.229
H -3.0783 0.5035 3.6367 0.275
H -2.1664 -0.5232 4.7679 0.306
H -2.9596 -1.2701 3.3509 0.256
H 1.7015 0.7281 4.1171 0.234
H 2.4717 2.9410 4.8552 0.253
H 0.8912 4.8714 4.9590 0.257
H -1.4898 4.5461 4.2840 0.253
H -2.2503 2.3634 3.4167 0.215
H -1.4694 -2.6332 4.3508 0.233
H -0.1076 -4.6434 4.7490 0.258
H 2.2999 -4.6911 4.0932 0.258
H 3.3333 -2.6625 3.0609 0.249
H 1.9900 -0.6289 2.6891 0.214
```

Properties
net charge = +3
HOMO = -17.201 eV
HOMO-LUMO gap = 4.500 eV
E = -3303.91204 a.u.
LUMO level = -12.701 eV

(3)
DFT (wB97M-V/def2-TZVPD) results for 6 unconnected molecules or ions with the total composition C32H30F3N6O2.

XYZ file:
```
73
Properties=species:S:1:pos:R:3:lowdin_charge:R:1
O -2.7789 5.2803 -2.9423 0.204
C -1.7579 4.6926 -2.7862 -0.418
O -0.9402 4.4014 -3.9020 0.092
C -1.1912 4.2140 -1.4033 0.040
C -0.8274 5.1797 -0.3519 0.083
C -0.2574 4.7013 0.9226 0.032
N -0.0701 3.3571 1.1513 0.116
C -0.4314 2.3775 0.1878 0.098
C -0.9936 2.7754 -1.1119 0.037
C -1.3238 1.6117 -2.0914 -0.454
F -1.4685 0.4308 -1.3202 0.064
F -2.4230 1.8544 -2.8695 0.137
F -0.2687 1.3338 -2.9451 0.126
H -0.9834 3.4227 -3.9703 0.104
H -0.9815 6.2770 -0.5325 0.148
H 0.0009 5.4945 1.6680 0.157
H 0.3122 3.0507 2.0578 0.154
H -0.2710 1.3098 0.4868 0.159
N -0.1128 -3.1744 -3.7797 0.062
C -0.5744 -2.0205 -3.2867 -0.160
C -1.8617 -1.5526 -3.4946 -0.080
C -2.7234 -2.3218 -4.2621 -0.065
C -2.2688 -3.5207 -4.7863 -0.070
C -0.9629 -3.9001 -4.5157 -0.165
H 0.1375 -1.4525 -2.6959 0.092
H -2.1813 -0.6160 -3.0711 0.059
H -3.7383 -1.9901 -4.4490 0.108
H -2.9110 -4.1485 -5.3899 0.100
H -0.5621 -4.8317 -4.9007 0.107
N 2.5949 1.9323 2.6475 0.026
C 3.6008 2.0281 3.5289 -0.144
C 4.8738 1.5340 3.3081 -0.050
C 5.1291 0.8980 2.1072 -0.055
C 4.1109 0.7837 1.1753 -0.060
C 2.8702 1.3154 1.4850 -0.165
H 3.3528 2.5292 4.4582 0.106
H 5.6464 1.6435 4.0590 0.096
H 6.1128 0.4958 1.8973 0.117
H 4.2772 0.2939 0.2248 0.109
H 2.0398 1.2552 0.7888 0.071
N -4.2982 0.2164 0.6276 0.048
C -5.2951 -0.3126 1.3461 -0.151
C -6.5965 -0.4332 0.8866 -0.063
C -6.8858 0.0235 -0.3888 -0.069
C -5.8701 0.5776 -1.1525 -0.063
C -4.6005 0.6484 -0.6026 -0.161
H -5.0204 -0.6524 2.3389 0.104
H -7.3632 -0.8723 1.5111 0.107
H -7.8919 -0.0512 -0.7842 0.111
H -6.0595 0.9457 -2.1526 0.105
H -3.7743 1.0700 -1.1578 0.063
N -3.0460 -6.9412 -4.5086 0.057
C -3.7859 -8.0358 -4.7204 -0.150
C -3.9001 -9.0767 -3.8128 -0.072
C -3.2057 -8.9828 -2.6170 -0.079
C -2.4306 -7.8596 -2.3748 -0.069
C -2.3865 -6.8730 -3.3467 -0.153
H -4.3077 -8.0648 -5.6711 0.103
H -4.5159 -9.9379 -4.0363 0.103
H -3.2679 -9.7765 -1.8816 0.107
H -1.8740 -7.7515 -1.4531 0.102
H -1.7976 -5.9741 -3.2021 0.080
N 7.7500 3.1772 5.4147 0.043
C 8.6638 2.6348 6.2287 -0.152
C 8.9148 3.0840 7.5153 -0.069
C 8.1813 4.1598 7.9887 -0.076
C 7.2301 4.7406 7.1650 -0.075
C 7.0534 4.2138 5.8960 -0.165
H 9.2148 1.7980 5.8130 0.103
H 9.6651 2.6043 8.1300 0.105
H 8.3487 4.5416 8.9890 0.109
H 6.6386 5.5827 7.5002 0.102
H 6.3182 4.6325 5.2160 0.097
```

Properties
net charge = +1
HOMO = -10.987 eV
HOMO-LUMO gap = 5.702 eV
E = -2015.69844 a.u.
LUMO level = -5.285 eV